Record 1
{
  "formula": "C7H14",
  "method": "ωB97M-V/def2-TZVPD",
  "species": ["C", "C", "C", "C", "C", "C", "C", "H", "H", "H", "H", "H", "H", "H", "H", "H", "H", "H", "H", "H", "H"],
  "coordinates": [[1.53412, -0.92138, 0.84011], [1.24524, -0.71753, -0.55505], [-0.02526, 0.49959, -0.54365], [0.71100, 1.82612, -0.37506], [-1.03973, 0.51891, -1.50302], [-0.77885, 0.13566, 0.72730], [-1.61746, -1.13062, 0.80648], [2.33893, -0.34819, 1.29859], [0.32299, -0.23786, 1.32208], [1.37059, -1.90008, 1.28815], [2.02579, -0.24181, -1.15053], [0.83708, -1.58620, -1.07476], [1.25898, 2.08479, -1.28718], [1.42799, 1.76630, 0.45141], [0.00717, 2.63723, -0.15580], [-1.17273, 1.34411, -2.20286], [-1.70160, -0.33394, -1.62578], [-1.25848, 0.99498, 1.20849], [-1.73673, -1.41979, 1.85684], [-1.12911, -1.96420, 0.28786], [-2.61991, -1.00610, 0.38642]],
  "atomic_forces_ev_per_a": [[0.310, -0.195, 0.425], [-0.683, 0.501, -0.630], [0.620, -0.292, 0.625], [0.024, 0.021, 0.019], [-0.516, 0.023, -1.043], [0.467, -0.160, 0.524], [0.021, -0.019, -0.043], [-0.158, -0.097, -0.048], [-0.385, 0.188, 0.077], [0.018, 0.160, -0.075], [-0.070, -0.124, 0.102], [0.103, 0.111, 0.079], [-0.078, -0.048, 0.103], [-0.097, 0.016, -0.115], [0.081, -0.118, -0.024], [0.043, -0.150, 0.124], [0.110, 0.146, 0.009], [0.092, -0.116, -0.073], [0.014, 0.048, -0.157], [-0.058, 0.128, 0.070], [0.141, -0.022, 0.051]],
  "largest_force_ev_per_a": 1.164,
  "lumo_ev": [0.333, 0.208],
  "e_above_lowest_kj_mol": 457.08,
  "homo_lumo_gap_ev": [7.63, 7.72],
  "homo_ev": [-7.30, -7.52],
  "multiplicity": 1,
  "charge": 0
}

Record 2
{
  "formula": "C25H25MgNSi",
  "method": "ωB97M-V/def2-TZVPD",
  "species": ["C", "C", "C", "C", "C", "Mg", "N", "C", "C", "H", "H", "H", "H", "H", "H", "H", "H", "H", "H", "C", "C", "C", "C", "C", "C", "Si", "C", "C", "C", "C", "C", "C", "C", "C", "C", "C", "C", "C", "H", "H", "H", "H", "H", "H", "H", "H", "H", "H", "H", "H", "H", "H", "H"],
  "coordinates": [[-0.29429, 1.08069, -4.45013], [1.10897, 1.16942, -4.12760], [1.23700, 1.93625, -2.91176], [-0.07943, 2.30024, -2.49889], [-1.01740, 1.76137, -3.42047], [0.15722, -0.63338, -2.47716], [-1.09250, 0.26811, -0.91690], [0.25364, -2.71760, -2.97688], [1.54214, -2.19562, -2.99126], [2.16859, 2.30728, -2.49363], [1.93026, 0.95388, -4.80269], [-0.30298, 2.94573, -1.63703], [-2.09928, 1.96395, -3.41940], [-0.70049, 0.72598, -5.40369], [2.13258, -1.82489, -3.90984], [-0.14294, -3.31395, -2.13674], [-1.67967, -0.57858, -1.11755], [2.26575, -2.25384, -2.16092], [-0.41001, -2.74637, -3.88200], [-0.74771, 4.22791, 2.26011], [0.40850, 3.90702, 1.51925], [0.56565, 2.59216, 1.05464], [-0.38011, 1.62912, 1.42687], [-1.56761, 1.96220, 2.07198], [-1.75497, 3.27676, 2.51734], [-0.35228, -0.01910, 0.57124], [1.41633, -0.54266, 1.04126], [2.53229, -0.66050, 0.19216], [3.79550, -0.98775, 0.71986], [3.99366, -1.14620, 2.09315], [2.90449, -0.98295, 2.95405], [1.63617, -0.70361, 2.42276], [-1.56240, -1.21590, 1.40336], [-1.23548, -2.43076, 2.01615], [-2.22875, -3.40286, 2.28112], [-3.56231, -3.17780, 1.90349], [-3.90392, -1.96512, 1.30270], [-2.91308, -0.99981, 1.06768], [-0.85622, 5.23519, 2.67378], [1.18348, 4.66107, 1.31539], [1.38245, 2.33206, 0.37083], [-2.36838, 1.22414, 2.15486], [-2.67111, 3.52523, 3.07239], [2.43186, -0.47981, -0.88528], [4.65086, -1.12286, 0.05405], [4.98521, -1.37655, 2.49782], [3.03762, -1.07263, 4.03386], [0.80970, -0.59614, 3.13299], [-0.19145, -2.67843, 2.21989], [-1.96804, -4.35441, 2.74863], [-4.33656, -3.93103, 2.07667], [-4.91930, -1.76167, 0.95422], [-3.19125, -0.11301, 0.49527]],
  "atomic_forces_ev_per_a": [[0.491, 0.221, 0.626], [-0.603, 0.510, 0.523], [-1.143, -0.197, -0.768], [0.342, 0.402, -0.741], [0.578, 0.806, -0.418], [-0.874, 2.477, -0.031], [0.989, -2.405, -1.191], [-2.637, -1.305, -0.474], [3.823, 1.227, -0.982], [-0.120, -0.247, 0.082], [-0.106, -0.319, 0.148], [-0.017, -0.662, -0.394], [0.638, -0.412, 0.164], [0.141, -0.084, 0.529], [-1.434, -0.730, 1.114], [0.400, 0.294, -0.432], [0.183, 0.797, 0.421], [-0.704, -0.497, -0.161], [0.917, -0.074, 0.720], [0.047, -0.047, 0.242], [-0.341, -0.330, 0.137], [-0.357, 0.674, 0.685], [-0.306, -0.061, -0.929], [0.134, 1.096, 0.265], [0.432, -0.098, -0.105], [-0.704, -0.295, 0.564], [0.560, -0.206, -0.171], [0.166, -0.059, 0.557], [-0.013, 0.051, -0.088], [-0.335, 0.090, -0.055], [-0.281, 0.066, -0.395], [0.506, -0.138, 0.267], [-0.065, -0.432, 0.021], [-0.715, -0.600, 0.024], [-0.156, 0.457, -0.197], [0.372, 0.194, 0.240], [0.508, 0.366, -0.035], [-0.472, -0.692, -0.008], [0.006, -0.236, -0.228], [-0.529, -0.258, 0.053], [-0.145, 0.031, 0.473], [0.358, 0.203, 0.279], [0.478, 0.136, -0.311], [0.072, -0.144, 0.413], [-0.265, 0.115, 0.063], [-0.345, 0.064, -0.229], [-0.071, -0.017, -0.268], [0.152, 0.024, -0.324], [-0.280, 0.101, 0.078], [0.048, 0.266, -0.165], [0.351, 0.174, -0.053], [0.236, -0.176, 0.198], [0.089, -0.125, 0.269]],
  "largest_force_ev_per_a": 4.134,
  "lumo_ev": [4.692, 4.199],
  "e_above_lowest_kj_mol": 0.00,
  "homo_lumo_gap_ev": [4.73, 1.14],
  "homo_ev": [-0.04, 3.06],
  "multiplicity": 1,
  "charge": -2
}

Record 3
{
  "formula": "C2H5IN4O3P",
  "method": "ωB97M-V/def2-TZVPD",
  "species": ["O", "P", "O", "O", "C", "C", "N", "N", "N", "N", "I", "H", "H", "H", "H", "H"],
  "coordinates": [[1.14421, -0.59010, 1.37663], [1.73996, 0.21610, 0.20132], [2.97155, -0.75981, -0.43800], [2.30313, 1.66773, 0.85329], [0.38823, 0.46871, -1.12524], [-0.88360, -0.29432, -0.52618], [-1.07156, -1.67739, -0.88659], [-2.19106, -1.96735, -0.19097], [-2.64704, -0.94088, 0.52391], [-1.88415, 0.17060, 0.35716], [-2.05096, 2.06231, 1.13710], [3.21752, -1.34800, 0.31803], [1.62447, 2.35926, 0.69197], [0.13268, 1.56833, -1.26824], [0.70512, 0.04734, -2.13502], [-3.49851, -0.98251, 1.11084]],
  "atomic_forces_ev_per_a": [[0.666, 2.066, -3.076], [0.519, -2.967, 4.145], [-1.933, 2.437, 1.030], [-1.193, -1.654, -2.415], [-0.872, 0.414, 0.496], [0.732, -1.017, -0.732], [-2.799, 4.556, 3.474], [0.314, 0.436, 0.110], [0.980, -0.675, -1.033], [2.781, -2.136, -2.773], [-0.118, -0.487, 0.025], [-0.255, 0.444, -0.587], [0.687, -0.303, 0.200], [0.415, -1.323, 0.195], [-0.623, 0.278, 1.445], [0.701, -0.068, -0.504]],
  "largest_force_ev_per_a": 6.376,
  "lumo_ev": -6.223,
  "smiles": "O=P(O)(O)Cc1nn[nH][n+]1I",
  "homo_lumo_gap_ev": 7.79,
  "homo_ev": -14.01,
  "multiplicity": 1,
  "charge": 1
}

Record 4
{
  "formula": "C4H8ClN",
  "method": "ωB97M-V/def2-TZVPD",
  "species": ["C", "C", "C", "C", "H", "H", "H", "H", "H", "H", "H", "H", "N", "Cl"],
  "coordinates": [[0.30349, 1.83525, 0.17466], [0.06780, 0.39726, 0.46890], [1.05091, -0.72815, 0.24232], [-0.17438, -0.64639, -0.65451], [-0.62036, 2.20968, -0.21356], [1.09202, 2.04838, -0.49073], [0.65744, 2.30515, 1.07001], [2.06422, -0.44097, -0.06788], [0.96627, -1.63770, 0.80453], [-0.09161, -0.10802, -1.62213], [-2.09225, -1.29990, -0.60052], [-1.04724, -2.46419, -0.18045], [-1.16194, -1.64652, -0.77582], [-1.01436, 0.17613, 1.84519]],
  "atomic_forces_ev_per_a": [[-0.058, -0.663, 0.554], [-0.538, -2.465, 0.035], [-0.204, 0.523, -0.931], [1.029, 2.503, -1.274], [-0.452, 0.813, 0.010], [0.867, -0.273, -1.340], [-0.403, 0.570, 0.715], [-0.527, -0.358, -0.165], [0.248, 0.050, 0.820], [0.442, -0.416, 0.520], [-0.164, 0.218, -0.019], [0.229, 0.352, -0.058], [-0.267, -0.928, 0.718], [-0.202, 0.074, 0.415]],
  "largest_force_ev_per_a": 2.992,
  "lumo_ev": 0.994,
  "smiles": "C[C@]1(Cl)C[C@H]1N",
  "e_above_lowest_kj_mol": 56.77,
  "homo_lumo_gap_ev": 9.85,
  "homo_ev": -8.85,
  "multiplicity": 1,
  "charge": 0
}

Record 5
{
  "formula": "CdI",
  "method": "ωB97M-V/def2-TZVPD",
  "species": ["Cd", "I"],
  "coordinates": [[0.79269, -0.23799, 0.75283], [-0.79269, 0.23799, -0.75283]],
  "atomic_forces_ev_per_a": [[4.681, -1.413, 4.445], [-4.681, 1.413, -4.445]],
  "largest_force_ev_per_a": 6.608,
  "lumo_ev": -7.849,
  "e_above_lowest_kj_mol": 80.59,
  "homo_lumo_gap_ev": 7.54,
  "homo_ev": -15.39,
  "multiplicity": 1,
  "charge": 1
}

Record 6
{
  "formula": "C2H6ClN",
  "method": "ωB97M-V/def2-TZVPD",
  "species": ["C", "C", "H", "H", "H", "H", "H", "H", "N", "Cl"],
  "coordinates": [[0.45868, 0.16955, 0.40450], [-0.84553, 0.79848, -0.24763], [2.01225, -0.79879, -0.90674], [0.18770, -2.14769, 0.51813], [1.09561, 1.17860, 0.24045], [0.48685, 0.06941, 1.51693], [-1.24508, 1.92303, 0.00650], [-0.59456, 0.52011, -1.34840], [0.55349, -1.15702, -0.22996], [-2.10942, -0.55569, 0.04623]],
  "atomic_forces_ev_per_a": [[-1.303, 3.011, 1.366], [-0.085, -1.192, -0.503], [-3.744, -2.221, 2.314], [2.618, 4.104, -2.606], [0.101, -3.012, -0.235], [-0.589, 0.346, -0.757], [1.077, -3.123, -0.601], [-0.752, 1.453, 1.604], [3.023, -0.645, -0.723], [-0.344, 1.278, 0.143]],
  "largest_force_ev_per_a": 5.521,
  "lumo_ev": -0.508,
  "e_above_lowest_kj_mol": 610.82,
  "homo_lumo_gap_ev": 8.74,
  "homo_ev": -9.24,
  "multiplicity": 1,
  "charge": 0
}

Record 7
{
  "formula": "C2H4N4",
  "method": "ωB97M-V/def2-TZVPD",
  "species": ["N", "C", "N", "N", "C", "N", "H", "H", "H", "H"],
  "coordinates": [[-1.57461, -0.90197, -0.87487], [-0.39873, -0.34437, -0.30148], [-1.21692, 0.52536, 0.16470], [0.78293, 1.28349, 0.99420], [1.46808, 0.33182, 0.47336], [0.86116, -0.64249, -0.29503], [-2.01566, -1.70205, -0.44355], [-1.79942, -0.71324, -1.84147], [1.34273, 1.94201, 1.53013], [2.55043, 0.22146, 0.59402]],
  "atomic_forces_ev_per_a": [[-0.142, -0.200, -0.187], [-0.274, 0.334, 0.205], [0.261, -0.301, -0.177], [0.179, -0.099, -0.039], [0.127, 0.124, 0.090], [-0.086, 0.023, 0.015], [0.108, 0.161, 0.014], [0.089, 0.027, 0.164], [-0.086, -0.096, -0.053], [-0.175, 0.026, -0.032]],
  "largest_force_ev_per_a": 0.478,
  "lumo_ev": 0.334,
  "e_above_lowest_kj_mol": 343.51,
  "homo_lumo_gap_ev": 9.44,
  "homo_ev": -9.11,
  "multiplicity": 1,
  "charge": 0
}